A structure of composition C13H21MgO14S. Source: the Open Molecules 2025 dataset; level of theory: wB97M-V/def2-TZVPD.

XYZ file:
```
50
Properties=species:S:1:pos:R:3:forces:R:3:nbo_charge:R:1
Mg 0.704 0.428 0.232 0.270 0.525 -1.792 1.7965
S 1.731 -0.580 2.355 0.417 0.706 0.153 2.5595
O 0.291 -0.356 1.933 -0.693 -0.909 1.161 -1.1944
O 2.041 0.283 3.502 0.049 -0.200 -0.245 -1.0589
O 2.051 -1.980 2.600 -0.256 -0.023 -0.101 -1.0418
O 2.416 -0.074 1.092 0.595 -0.275 0.257 -1.1779
C 0.755 1.511 -2.836 -0.095 -0.258 -0.167 -0.1767
O 1.002 1.074 -1.588 0.202 -0.095 0.935 -1.0616
H 0.848 2.614 -2.937 -0.060 0.012 -0.159 0.1019
H 1.448 1.066 -3.591 -0.027 0.162 0.021 0.1033
H -0.264 1.239 -3.209 0.025 0.166 0.004 0.0967
C -5.642 0.095 1.625 -0.336 -0.113 0.101 -0.6219
C -4.306 -0.538 1.357 0.115 -0.095 -0.310 0.0606
C -4.204 -1.212 -0.017 0.142 -0.013 -0.084 -0.0891
O -2.927 -0.804 -0.507 0.026 -0.105 0.166 -0.4820
C -2.431 0.176 0.281 -0.194 -0.125 0.277 1.0165
O -1.400 0.727 0.107 -0.324 0.203 -0.264 -0.5999
O -3.290 0.464 1.285 0.108 -0.031 -0.108 -0.4803
H -6.437 -0.646 1.496 0.059 0.013 -0.021 0.2084
H -5.810 0.906 0.917 -0.015 0.036 0.006 0.2185
H -5.725 0.478 2.641 0.135 0.076 -0.017 0.2258
H -4.012 -1.248 2.132 -0.054 0.065 0.095 0.1929
H -4.958 -0.883 -0.736 -0.101 0.091 0.145 0.1754
H -4.230 -2.298 0.057 0.057 0.008 -0.047 0.1944
C -0.854 -5.532 -2.169 -0.100 -0.198 -0.200 -0.6257
C 0.402 -4.827 -1.726 0.326 0.300 0.052 0.0647
C 1.114 -4.028 -2.843 -0.487 -0.144 0.159 -0.0887
O 1.060 -2.678 -2.410 -0.055 -0.093 0.106 -0.4769
C 0.422 -2.589 -1.217 0.395 -0.193 -0.199 1.0110
O 0.208 -1.577 -0.653 -0.271 -0.006 0.201 -0.5880
O 0.072 -3.816 -0.768 -0.111 0.038 -0.132 -0.4836
H -0.626 -6.311 -2.903 0.085 0.051 0.042 0.2082
H -1.540 -4.825 -2.640 -0.010 0.024 0.080 0.2135
H -1.348 -6.010 -1.324 -0.030 0.068 0.038 0.2240
H 1.096 -5.515 -1.241 -0.060 -0.021 0.031 0.1882
H 0.552 -4.112 -3.776 0.192 0.007 -0.081 0.1764
H 2.147 -4.331 -2.983 0.063 0.053 -0.051 0.1923
C 4.652 4.377 1.024 0.344 0.127 -0.166 -0.6225
C 3.409 4.121 1.829 -0.190 -0.255 -0.325 0.0611
C 2.341 5.215 1.712 0.281 0.481 -0.157 -0.0902
O 1.140 4.518 1.406 -0.101 -0.024 0.389 -0.4928
C 1.415 3.196 1.260 0.555 -0.050 0.082 1.0128
O 0.585 2.358 1.128 -0.372 0.402 -0.304 -0.6133
O 2.731 2.978 1.283 0.025 0.172 0.223 -0.4482
H 5.365 3.564 1.149 -0.026 -0.019 0.022 0.2339
H 5.133 5.310 1.332 -0.052 -0.061 0.072 0.2010
H 4.412 4.455 -0.038 -0.089 -0.004 0.016 0.2211
H 3.669 3.872 2.859 -0.157 0.093 0.078 0.1961
H 2.568 5.923 0.906 -0.047 -0.257 -0.115 0.1736
H 2.223 5.823 2.611 -0.154 -0.308 0.135 0.1863
```
Forces are in eV/Å.

The energy above the lowest of the compared OMol25 structures with the same formula, charge and spin is 0.0 kcal per mole. Its HOMO energy is -4.03 eV. Its total charge is -1.

***

A structure of composition C13H21N2O3Ti. Source: the Open Molecules 2025 dataset; level of theory: wB97M-V/def2-TZVPD.

XYZ file:
```
40
Properties=species:S:1:pos:R:3:forces:R:3:nbo_charge:R:1
Ti -0.400 -0.406 -0.166 -0.394 -0.407 0.759 1.7284
C 1.751 -1.155 2.172 -1.208 2.052 0.607 -0.2354
O 0.370 -1.228 1.675 -0.698 0.055 -2.361 -0.5858
C -0.638 -1.598 2.695 1.733 0.798 0.607 -0.0975
C -1.991 -1.722 2.081 -0.043 -1.030 -0.197 -0.1152
O -2.199 -0.734 1.050 0.090 0.474 -0.207 -0.5766
C -3.100 0.415 1.298 1.499 -0.311 3.405 -0.0830
C -2.167 1.667 1.264 -1.687 0.404 -0.212 -0.1073
O -1.049 1.421 0.370 0.639 -0.934 -0.778 -0.5747
C -0.068 2.550 0.056 -1.347 -0.121 -0.081 -0.2155
H 1.906 -1.981 2.798 0.623 -1.339 0.506 0.2372
H 1.768 -0.243 2.786 0.295 -0.243 -0.037 0.2162
H 2.412 -1.014 1.343 0.344 -0.371 -0.397 0.2144
H -0.549 -0.771 3.409 -0.334 -0.307 0.194 0.2198
H -0.267 -2.532 3.146 -0.484 0.261 -0.019 0.2608
H -2.727 -1.659 2.870 -0.348 0.213 0.106 0.2669
H -2.119 -2.715 1.634 -0.015 0.227 -0.172 0.2288
H -3.644 0.226 2.338 1.292 0.752 -2.134 0.2710
H -3.842 0.419 0.567 -1.063 0.004 -1.444 0.2300
H -1.810 1.991 2.231 0.340 -0.222 0.274 0.2346
H -2.744 2.495 0.836 0.136 -0.048 0.091 0.2513
H -0.432 3.099 -0.860 0.539 -0.788 0.951 0.2527
H 0.843 1.954 -0.053 0.134 1.111 -0.047 0.2040
H -0.115 3.193 0.927 0.422 0.124 0.047 0.2449
N -1.554 -1.670 -1.401 -1.621 0.232 1.215 -1.0439
H -1.392 -1.532 -2.379 0.174 -0.325 -0.832 0.4482
H -2.558 -1.420 -1.221 0.918 -0.188 -0.330 0.4451
H -1.541 -2.667 -1.162 0.275 -0.044 -0.348 0.4525
N 5.445 1.094 -3.592 -0.196 0.176 -0.022 -0.0671
C 4.361 0.934 -3.241 0.505 -0.604 0.213 0.1650
C 3.070 0.590 -2.732 -0.233 0.704 -1.165 -0.0382
C 1.989 1.355 -3.252 -0.763 0.378 0.297 -0.0886
C 0.674 1.266 -2.731 0.818 -0.656 -1.600 -0.2293
C 0.483 0.238 -1.778 0.985 0.226 0.702 -0.2047
C 1.574 -0.606 -1.397 -0.087 0.127 0.149 -0.3447
C 2.880 -0.481 -1.887 0.029 0.055 0.370 -0.1191
H 2.290 2.028 -4.076 -0.671 -0.091 0.618 0.2932
H -0.151 1.844 -3.226 0.848 -0.487 0.890 0.2889
H 1.522 -1.492 -0.757 -0.671 -0.251 0.417 0.2764
H 3.722 -1.152 -1.633 -0.774 0.395 -0.035 0.2964
```
Forces are in eV/Å.

The energy above the lowest of the compared OMol25 structures with the same formula, charge and spin is 7.6 kcal per mole. Its HOMO energy (alpha / beta) is -19.51 / -19.51 eV. Its total charge is +3.

***

A structure of composition C13H21N3O11PdS2. Source: the Open Molecules 2025 dataset; level of theory: wB97M-V/def2-TZVPD.

XYZ file:
```
51
Properties=species:S:1:pos:R:3:forces:R:3:nbo_charge:R:1
Pd -0.529 -0.186 -0.157 -0.022 0.212 -0.136 1.0230
C 1.222 1.998 2.249 -0.009 0.003 -0.004 -0.6561
C -0.092 2.330 1.649 0.004 -0.009 -0.084 0.4076
N -0.763 1.595 0.781 0.034 0.022 0.029 -0.4731
C -1.917 2.282 0.448 -0.036 0.010 -0.070 0.0189
C -1.929 3.452 1.146 0.106 0.056 0.010 0.0022
N -0.777 3.456 1.889 -0.021 0.025 -0.016 -0.4697
C -2.840 4.625 1.274 -0.317 -0.133 0.184 0.7685
O -3.943 4.588 0.584 0.170 0.140 -0.005 -0.6600
O -2.522 5.506 2.046 0.076 0.050 -0.095 -0.6246
C -2.919 1.769 -0.559 0.012 -0.112 -0.033 0.7862
O -3.940 2.475 -0.718 0.050 -0.122 -0.129 -0.6975
O -2.635 0.700 -1.136 -0.110 -0.035 0.131 -0.7718
H 1.959 1.875 1.455 0.000 0.002 -0.002 0.2405
H 1.145 1.069 2.812 0.005 0.007 0.016 0.2378
H 1.552 2.793 2.916 -0.001 -0.007 0.004 0.2317
H -0.542 4.229 2.496 0.021 -0.021 0.011 0.4520
H -3.987 3.719 0.003 -0.012 0.007 0.080 0.5057
N -0.792 -1.802 -1.375 0.043 0.066 -0.010 -0.7560
C -0.792 -1.362 -2.793 0.059 -0.030 0.013 -0.2343
C 0.578 -0.851 -3.197 -0.106 0.054 -0.075 -0.5315
C 0.990 0.498 -2.608 0.097 -0.114 0.101 0.7787
O 1.498 1.338 -3.315 0.066 -0.018 -0.033 -0.6059
O 0.875 0.644 -1.311 -0.083 0.213 -0.012 -0.7599
H -0.160 -2.582 -1.225 0.023 0.013 0.003 0.3946
H -1.725 -2.124 -1.126 0.009 -0.037 0.008 0.4067
H -1.552 -0.586 -2.877 0.008 0.012 -0.006 0.2532
H -1.077 -2.200 -3.434 -0.028 -0.019 0.029 0.1958
H 0.623 -0.754 -4.280 -0.003 -0.006 -0.004 0.2475
H 1.342 -1.581 -2.905 0.011 0.003 -0.015 0.2044
C 2.452 -4.672 2.102 -0.035 0.008 -0.045 -0.6208
C 2.739 -3.334 1.429 -0.035 -0.252 -0.003 -0.6588
S 2.484 -1.989 2.566 0.476 0.220 0.046 2.1667
O 2.846 -2.387 3.890 -0.028 -0.039 0.061 -0.8862
C 3.533 -0.683 1.995 0.020 -0.004 0.016 -0.6468
C 3.371 -0.357 0.519 0.044 -0.029 -0.019 -0.6499
H 2.722 -5.474 1.417 -0.003 0.015 -0.023 0.2330
H 1.401 -4.778 2.355 -0.027 0.007 0.000 0.2415
H 3.041 -4.775 3.011 0.030 -0.008 -0.010 0.2385
H 2.130 -3.137 0.550 -0.064 -0.029 0.020 0.2663
H 3.788 -3.268 1.135 0.034 0.128 0.135 0.2501
H 4.538 -1.015 2.264 0.016 0.029 -0.011 0.2530
H 3.268 0.159 2.638 0.030 -0.041 0.029 0.2622
H 3.754 -1.157 -0.115 -0.003 0.014 0.010 0.2158
H 3.948 0.540 0.296 -0.005 -0.005 -0.028 0.2476
H 2.335 -0.158 0.245 0.006 0.010 0.009 0.2694
O -0.800 -2.820 3.403 -0.087 0.118 -0.036 -0.8508
S -0.572 -2.358 2.085 -0.079 -0.084 0.471 2.5582
O -0.142 -3.295 1.098 0.039 0.073 -0.243 -0.9363
O 1.113 -1.397 2.405 -0.485 -0.258 -0.392 -0.9637
O -1.331 -1.219 1.624 0.111 -0.107 0.118 -0.9039
```
Forces are in eV/Å.

Its HOMO energy is -8.90 eV.

***

A structure of composition C13H21N3O6P2Pd. Source: the Open Molecules 2025 dataset; level of theory: wB97M-V/def2-TZVPD.

XYZ file:
```
46
Properties=species:S:1:pos:R:3:forces:R:3:nbo_charge:R:1
Pd -0.607 0.122 -0.581 0.611 -0.131 2.051 0.8305
N 3.335 -1.891 0.377 -0.203 -0.094 -0.127 -0.7799
C 2.022 -1.921 -0.442 0.094 -0.094 0.045 -0.5115
C 2.005 -3.159 -1.316 0.145 0.032 0.116 -0.6530
P 0.775 -1.738 0.991 0.973 -0.178 0.312 2.3063
O 0.606 -3.497 0.974 -0.444 0.220 0.042 -1.0646
O 1.563 -1.666 2.308 -0.080 -0.034 0.015 -1.2258
O -0.753 -1.465 0.907 -0.277 0.449 -0.322 -1.1308
P 2.131 -0.194 -1.234 0.641 0.038 -0.063 2.3141
O 2.847 -0.837 -2.706 -0.234 -0.010 -0.042 -1.0596
O 3.425 0.479 -0.768 -0.061 -0.126 0.012 -1.2169
O 0.964 0.478 -2.022 -0.454 0.217 0.068 -1.1502
H 3.909 -2.701 0.176 0.001 -0.027 -0.034 0.3875
H 3.023 -1.862 1.385 -0.144 -0.033 0.053 0.4732
H 3.804 -0.984 0.119 -0.042 0.093 -0.129 0.4715
H 2.095 -4.061 -0.708 -0.051 -0.007 -0.006 0.2096
H 2.801 -3.102 -2.059 0.007 0.001 -0.057 0.2107
H 1.050 -3.217 -1.838 -0.015 0.023 -0.002 0.2281
H -0.128 -3.664 1.577 0.118 -0.030 -0.095 0.4633
H 2.122 -0.889 -3.341 0.093 0.067 0.092 0.4624
N -7.857 1.857 -1.708 -0.302 0.064 -0.067 -0.4301
C -6.749 1.606 -1.520 0.510 -0.103 0.122 0.3326
C -5.365 1.298 -1.278 -0.143 0.058 -0.056 -0.2683
C -5.008 0.260 -0.417 -0.029 -0.062 0.140 -0.1739
C -3.672 -0.045 -0.208 0.025 0.013 0.257 -0.2688
C -2.620 0.656 -0.820 -0.049 -0.353 -1.472 -0.2964
C -3.026 1.704 -1.675 -0.184 0.058 0.215 -0.1973
C -4.354 2.029 -1.904 0.081 0.103 -0.003 -0.2109
H -5.793 -0.305 0.074 0.011 -0.046 0.017 0.1945
H -3.421 -0.859 0.467 -0.008 -0.039 -0.064 0.2196
H -2.265 2.288 -2.180 0.044 -0.015 -0.103 0.1910
H -4.627 2.835 -2.577 0.023 0.023 -0.019 0.1944
C 0.093 1.255 2.335 0.154 -0.141 -0.077 -0.6325
C 1.236 1.252 1.301 -0.071 -0.066 0.055 0.1213
C 1.167 2.547 0.474 0.170 -0.177 0.029 -0.6301
C 2.566 1.246 2.066 0.098 -0.039 0.056 -0.6486
N 1.166 0.052 0.430 -0.676 0.225 -0.812 -0.9558
H 0.220 2.096 3.026 0.012 0.006 -0.033 0.1755
H 0.106 0.319 2.895 0.010 0.045 0.023 0.2396
H -0.875 1.345 1.846 -0.125 0.020 -0.037 0.2108
H 1.290 3.416 1.132 0.006 -0.045 0.009 0.1774
H 0.211 2.632 -0.033 -0.203 0.044 -0.115 0.2064
H 1.956 2.546 -0.279 0.016 0.028 0.014 0.2374
H 2.610 2.122 2.727 -0.001 -0.031 -0.027 0.1701
H 3.395 1.281 1.358 -0.042 0.006 0.027 0.2399
H 2.628 0.337 2.668 -0.003 0.049 -0.008 0.2374
```
Forces are in eV/Å.

Its HOMO energy (alpha / beta) is -1.40 / -1.40 eV. Its total charge is -2.

***

The ion C13H21NO5P with charge +1. Source: the Open Molecules 2025 dataset; level of theory: wB97M-V/def2-TZVPD.

XYZ file:
```
41
Properties=species:S:1:pos:R:3:forces:R:3:nbo_charge:R:1
C 2.839 -2.971 1.102 -1.063 -0.154 -0.555 -0.6577
C 3.826 -1.951 0.428 1.061 -1.734 1.330 -0.0809
O 3.316 -1.288 -0.753 -1.996 1.254 0.413 -0.7913
P 1.924 -0.427 -0.465 1.120 0.173 1.556 2.3350
O 1.812 0.014 0.968 -0.166 -0.360 -1.913 -1.1088
C 0.497 -1.599 -0.849 0.471 -0.023 -1.284 -0.8042
C -0.428 -1.109 -2.039 -0.876 0.233 1.166 -0.3920
C -1.948 -1.417 -1.592 0.394 0.913 -0.026 -0.4535
C -2.372 -0.172 -0.722 -0.231 -1.720 0.437 0.3050
C -2.354 -0.233 0.735 -0.938 3.202 -1.149 -0.2277
C -2.730 1.012 1.460 0.407 -0.666 -1.990 -0.0037
C -2.729 1.137 3.018 -0.151 -0.038 0.671 0.7489
O -3.230 2.096 3.527 0.443 -0.360 -0.675 -0.4748
O -2.130 0.182 3.815 -0.836 0.257 -1.578 -0.6441
C -3.105 2.202 0.684 0.626 -1.843 -1.952 -0.2093
C -3.099 2.113 -0.779 0.022 0.047 1.618 0.0968
N -2.749 0.954 -1.442 0.173 0.067 3.055 -0.4671
O 1.960 0.852 -1.533 -0.422 -2.003 1.466 -0.7912
C 1.306 2.025 -0.992 0.039 2.235 -0.413 -0.0772
C 2.249 2.908 -0.060 -1.336 -0.742 0.249 -0.6414
H 3.285 -3.530 1.966 -0.067 0.644 -0.896 0.2427
H 1.895 -2.487 1.494 1.189 -0.259 -0.321 0.2133
H 2.480 -3.732 0.343 0.612 0.691 0.784 0.2021
H 4.717 -2.554 0.081 -0.990 0.824 0.108 0.2072
H 4.214 -1.262 1.221 -0.585 -0.121 -0.989 0.2065
H 0.931 -2.599 -1.140 -0.389 1.050 0.483 0.2731
H -0.076 -1.729 0.111 0.728 0.306 -0.954 0.2406
H -0.372 0.017 -2.112 0.221 -1.227 -0.295 0.2045
H -0.178 -1.561 -3.032 -0.182 0.348 1.019 0.2508
H -2.020 -2.357 -0.986 0.090 0.917 -0.511 0.2460
H -2.608 -1.548 -2.490 0.413 0.345 0.857 0.2456
H -2.072 -1.174 1.263 -0.254 0.987 -0.708 0.2614
H -2.232 -0.713 3.440 0.306 0.441 0.152 0.4878
H -3.373 3.189 1.123 0.249 -1.158 -0.115 0.2957
H -3.380 2.988 -1.424 0.337 -1.044 0.803 0.2599
H -2.730 0.917 -2.464 -0.050 0.022 0.447 0.4575
H 1.070 2.684 -1.883 0.282 -1.050 0.688 0.1928
H 0.310 1.803 -0.512 1.078 -0.081 -0.199 0.1602
H 3.319 2.706 -0.317 -0.980 0.378 0.243 0.2392
H 2.021 2.637 1.009 0.636 0.219 -1.060 0.2359
H 1.944 3.980 -0.204 0.616 -0.970 0.038 0.2162
```
Forces are in eV/Å.

Its HOMO energy is -13.07 eV. Its total charge is +1. The SMILES is CCOP(=O)(CCCc1cc(C(=O)O)cc[nH+]1)OCC.

***

An isolated molecule of C13H21NO8S. Source: the Open Molecules 2025 dataset; level of theory: wB97M-V/def2-TZVPD.

XYZ file:
```
44
Properties=species:S:1:pos:R:3:forces:R:3:nbo_charge:R:1
C 2.525 0.942 -3.180 0.083 -0.378 -0.373 -0.4143
C 1.594 -0.049 -3.148 0.166 0.311 0.294 -0.1572
C 0.343 -0.118 -2.309 1.350 -1.323 1.568 -0.5063
C 0.172 0.992 -1.282 -0.046 0.594 0.995 0.2591
C 1.255 1.064 -0.189 0.484 0.055 -0.370 -0.4338
C 2.104 -0.185 0.087 -0.025 -0.111 0.367 -0.4177
C 1.509 -1.159 1.124 0.412 -0.293 0.009 -0.4352
C 1.274 -2.575 0.604 -0.286 0.001 0.259 -0.0589
O 0.461 -3.316 1.522 0.126 0.089 0.019 -0.7301
O 0.138 2.288 -1.963 -0.737 -0.178 -0.105 -0.6909
S -1.301 2.407 -2.691 0.446 0.309 -1.141 2.5522
O -1.115 2.008 -4.046 -0.198 -0.454 0.083 -0.9232
O -1.912 3.665 -2.474 0.113 0.022 0.530 -0.8822
O -2.038 1.215 -1.898 0.430 0.388 0.105 -0.7202
C -1.238 1.024 -0.649 -1.408 -0.183 -1.046 0.4273
N -1.533 2.239 0.057 0.568 -0.419 0.692 -0.8392
C -1.799 -0.289 -0.059 0.183 0.214 -0.207 -0.5738
C -2.237 -0.257 1.384 -0.041 0.039 -0.068 0.8024
O -3.258 -0.750 1.761 -0.117 -0.279 0.134 -0.5514
O -1.372 0.347 2.237 0.351 -0.340 -0.118 -0.5722
C -1.632 0.091 3.614 -0.457 0.306 0.616 0.8217
C -0.987 -1.138 4.187 0.384 0.246 -0.720 -0.7440
O -2.286 0.865 4.227 0.169 0.045 -0.190 -0.4909
H 3.188 1.223 -2.367 -1.325 1.257 0.659 0.1978
H 2.697 1.451 -4.127 1.348 -1.190 -0.401 0.2139
H 1.734 -0.908 -3.805 -1.083 0.828 -1.337 0.2079
H -0.488 -0.194 -3.005 0.012 0.243 -0.071 0.2750
H 0.350 -1.063 -1.747 -0.250 -0.025 -0.065 0.2112
H 0.828 1.374 0.766 -0.146 0.063 -0.073 0.2128
H 1.919 1.876 -0.486 0.001 -0.004 -0.062 0.2487
H 2.364 -0.735 -0.819 -0.027 0.161 -0.117 0.2170
H 3.050 0.173 0.493 0.046 0.046 -0.112 0.2219
H 0.597 -0.785 1.584 -0.059 0.096 -0.191 0.2067
H 2.231 -1.270 1.936 -0.146 0.093 0.161 0.2135
H 2.230 -3.096 0.540 -0.009 -0.025 -0.225 0.1812
H 0.802 -2.581 -0.382 0.121 0.037 -0.073 0.1528
H -0.404 -3.445 1.131 -0.099 -0.079 0.013 0.4710
H -2.516 2.248 0.303 -0.025 0.112 -0.007 0.3826
H -0.990 2.335 0.905 -0.045 0.035 0.035 0.3839
H -1.094 -1.110 -0.201 0.064 0.005 0.184 0.2438
H -2.689 -0.553 -0.625 -0.017 -0.003 -0.010 0.2784
H -0.330 -0.819 4.994 -0.217 -0.048 0.227 0.2532
H -1.779 -1.789 4.546 0.074 -0.057 0.146 0.2615
H -0.364 -1.641 3.450 -0.168 -0.203 -0.013 0.2440
```
Forces are in eV/Å.

Its HOMO energy is -8.42 eV. The SMILES is C=CC[C@@]1(CCCCO)OS(=O)(=O)O[C@@]1(N)CC(=O)OC(C)=O.

***

| no. | DFT total energy (eV) |
| --- | --- |
| 1 | -58772.237 |
| 2 | -46027.831 |
| 3 | -65965.712 |
| 4 | -52637.961 |
| 5 | -34831.839 |
| 6 | -42523.436 |